Density functional theory data (the ωB97M-V functional and the def2-TZVPD basis) for C42H48NO3P2RuS as an isolated structure.

Output
- HOMO (spin up / spin down): -0.2568 / -0.2516 Eh
- ⟨S²⟩: 0.764
- LUMO energy (spin up / spin down): 0.29 / 0.26 eV

```
! wB97M-V def2-TZVPD RIJCOSX def2/J DEFGRID3
* xyz 0 2
Ru 0.2532 0.1301 0.0119
C 0.0318 -3.1494 3.2019
C 0.2760 -2.9199 1.7201
C 0.5552 -4.2240 0.9797
O -0.8660 -2.2806 1.1292
C 1.4831 -1.9685 1.4854
O 2.2874 -1.7987 2.3863
O 1.5483 -1.4582 0.2965
H -0.6892 -3.9580 3.3466
H -0.3656 -2.2395 3.6521
H 0.9616 -3.4009 3.7075
H -0.3143 -4.8848 1.0499
H 1.4061 -4.7465 1.4182
H 0.7708 -4.0163 -0.0684
H -1.5284 -2.9492 0.9317
C -2.8141 5.6605 -5.1683
S -4.0942 4.4822 -4.6986
C -3.3404 2.9651 -5.3419
C -2.2030 2.4180 -4.4927
C -2.6569 2.0090 -3.0977
N -1.5843 1.3662 -2.3491
P -1.3582 -0.3014 -2.0476
C -2.4834 -1.1851 -3.1957
C -3.6674 -1.6939 -2.6658
C -4.5866 -2.3434 -3.4785
C -4.3241 -2.4921 -4.8315
C -3.1431 -1.9944 -5.3694
C -2.2270 -1.3468 -4.5571
C 0.2051 -0.6673 -2.9235
C 0.6734 -1.9792 -2.8497
C 1.8846 -2.3249 -3.4245
C 2.6434 -1.3660 -4.0823
C 2.1755 -0.0634 -4.1754
C 0.9629 0.2848 -3.5976
P -0.7691 2.0524 -0.9970
C 0.0547 3.5290 -1.6492
C -0.6172 4.7417 -1.7992
C 0.0370 5.8327 -2.3529
C 1.3553 5.7177 -2.7704
C 2.0259 4.5096 -2.6324
C 1.3798 3.4212 -2.0671
C -2.1307 2.6706 0.0416
C -1.9483 3.7403 0.9167
C -2.9498 4.0911 1.8108
C -4.1389 3.3788 1.8407
C -4.3256 2.3111 0.9744
C -3.3270 1.9554 0.0828
H -3.1533 6.6468 -4.8564
H -2.6738 5.6669 -6.2490
H -1.8664 5.4488 -4.6738
H -3.0014 3.1643 -6.3604
H -4.1467 2.2319 -5.4163
H -1.3960 3.1526 -4.4107
H -1.7742 1.5424 -4.9893
H -3.5169 1.3340 -3.1704
H -3.0008 2.8825 -2.5399
H -3.8663 -1.5827 -1.6053
H -5.5017 -2.7359 -3.0543
H -5.0351 -3.0020 -5.4684
H -2.9341 -2.1179 -6.4244
H -1.3003 -0.9762 -4.9782
H 0.0984 -2.7291 -2.3164
H 2.2451 -3.3424 -3.3463
H 3.5960 -1.6346 -4.5196
H 2.7573 0.6865 -4.6978
H 0.5872 1.2942 -3.6904
H -1.6464 4.8395 -1.4819
H -0.4872 6.7743 -2.4575
H 1.8626 6.5722 -3.1995
H 3.0560 4.4183 -2.9512
H 1.9078 2.4839 -1.9319
H -1.0242 4.3011 0.9113
H -2.7911 4.9222 2.4852
H -4.9196 3.6535 2.5382
H -5.2517 1.7511 0.9927
H -3.4795 1.1108 -0.5787
C 2.8715 1.6149 1.3270
C 1.5867 1.8571 2.1237
C 1.7814 1.2290 3.5242
C 0.4354 1.0954 1.5099
C 1.2236 3.3352 2.2162
C 0.5307 3.8691 3.3044
C 0.2024 5.2152 3.3567
C 0.5618 6.0685 2.3212
C 1.2569 5.5562 1.2370
C 1.5814 4.2080 1.1897
H 3.0993 0.5492 1.3415
H 3.7046 2.1711 1.7631
H 2.7650 1.9086 0.2796
H 2.1200 0.2014 3.4145
H 0.8599 1.2150 4.1062
H 2.5313 1.7940 4.0821
H -0.4446 1.0809 2.1826
H 0.2382 3.2337 4.1273
H -0.3331 5.6001 4.2157
H 0.3115 7.1209 2.3650
H 1.5492 6.2055 0.4197
H 2.1439 3.8330 0.3441
*
```

Mulliken atomic charges, in units of e: atom 1 (Ru): -0.759, atom 2 (C): -1.858, atom 3 (C): 2.072, atom 4 (C): -1.737, atom 5 (O): -0.302, atom 6 (C): -0.122, atom 7 (O): -0.712, atom 8 (O): -0.846, atom 9 (H): 0.433, atom 10 (H): 0.330, atom 11 (H): 0.342, atom 12 (H): 0.502, atom 13 (H): 0.401, atom 14 (H): 0.300, atom 15 (H): 0.275, atom 16 (C): -0.646, atom 17 (S): -0.120, atom 18 (C): -1.187, atom 19 (C): 0.280, atom 20 (C): -0.998, atom 21 (N): 0.757, atom 22 (P): 0.086, atom 23 (C): 0.361, atom 24 (C): -0.093, atom 25 (C): -0.783, atom 26 (C): -0.457, atom 27 (C): -0.943, atom 28 (C): -0.167, atom 29 (C): 0.864, atom 30 (C): -0.267, atom 31 (C): -0.676, atom 32 (C): -0.643, atom 33 (C): -0.780, atom 34 (C): -0.582, atom 35 (P): 0.422, atom 36 (C): 1.388, atom 37 (C): -0.237, atom 38 (C): -1.049, atom 39 (C): -0.800, atom 40 (C): -1.066, atom 41 (C): -0.453, atom 42 (C): 1.195, atom 43 (C): 0.135, atom 44 (C): -0.924, atom 45 (C): -0.895, atom 46 (C): -0.730, atom 47 (C): -0.904, atom 48 (H): 0.347, atom 49 (H): 0.328, atom 50 (H): 0.041, atom 51 (H): 0.495, atom 52 (H): 0.443, atom 53 (H): 0.046, atom 54 (H): -0.034, atom 55 (H): 0.531, atom 56 (H): 0.575, atom 57 (H): 0.383, atom 58 (H): 0.417, atom 59 (H): 0.401, atom 60 (H): 0.443, atom 61 (H): 0.396, atom 62 (H): 0.327, atom 63 (H): 0.422, atom 64 (H): 0.392, atom 65 (H): 0.440, atom 66 (H): 0.595, atom 67 (H): 0.455, atom 68 (H): 0.540, atom 69 (H): 0.399, atom 70 (H): 0.446, atom 71 (H): 0.631, atom 72 (H): 0.269, atom 73 (H): 0.509, atom 74 (H): 0.390, atom 75 (H): 0.457, atom 76 (H): 0.269, atom 77 (C): -1.716, atom 78 (C): 3.092, atom 79 (C): -2.175, atom 80 (C): -0.656, atom 81 (C): -0.195, atom 82 (C): -0.071, atom 83 (C): -0.877, atom 84 (C): -0.673, atom 85 (C): -0.668, atom 86 (C): -0.512, atom 87 (H): 0.420, atom 88 (H): 0.439, atom 89 (H): 0.107, atom 90 (H): 0.453, atom 91 (H): 0.414, atom 92 (H): 0.476, atom 93 (H): 0.096, atom 94 (H): 0.335, atom 95 (H): 0.439, atom 96 (H): 0.411, atom 97 (H): 0.464, atom 98 (H): 0.635



Density functional theory data (the ωB97M-V functional and the def2-TZVPD basis) for C42H49BF4MoN8O2Se2 as an isolated structure.

Output
- HOMO (spin up / spin down): -0.4506 / -0.4508 Eh
- ⟨S²⟩: 2.018
- LUMO energy (spin up / spin down): -5.85 / -5.93 eV

```
! wB97M-V def2-TZVPD RIJCOSX def2/J DEFGRID3
* xyz 2 3
Mo 0.9264 0.2926 -0.4456
C -3.9038 -2.4389 0.8929
C -4.6543 -1.2839 1.4981
C -5.6366 -1.4907 2.4613
C -6.3266 -0.4278 3.0266
C -6.0473 0.8748 2.6394
C -5.0671 1.1051 1.6867
C -4.3832 0.0341 1.1280
N -3.3645 0.2984 0.1506
C -2.0487 0.3037 0.4422
N -1.7425 0.1778 1.7333
C -0.4822 0.0640 2.3492
C 0.6869 -0.0777 1.6154
C 1.8845 -0.1972 2.3470
C 1.8943 -0.1742 3.7248
C 0.6988 -0.0277 4.4245
C -0.5045 0.0882 3.7572
C -1.7996 0.2576 4.5091
N -1.1283 0.4467 -0.5216
C -1.7052 0.5507 -1.8510
C -1.7767 -0.5972 -2.6339
C -2.4007 -0.5704 -3.8689
C -2.9683 0.6158 -4.3180
C -2.9064 1.7519 -3.5280
C -2.2784 1.7498 -2.2810
C -2.3118 2.9806 -1.4213
H -4.4808 -3.3576 0.9864
H -2.9472 -2.5866 1.4026
H -3.6988 -2.2703 -0.1654
H -5.8761 -2.5036 2.7598
H -7.0924 -0.6192 3.7657
H -6.5882 1.7043 3.0728
H -4.8253 2.1118 1.3696
H -3.6307 0.4304 -0.8134
H -2.5435 0.1538 2.3499
H 2.8228 -0.3119 1.8223
H 2.8285 -0.2732 4.2618
H 0.7040 0.0033 5.5070
H -1.6155 0.2954 5.5804
H -2.4947 -0.5708 4.3321
H -2.3103 1.1845 4.2350
H -1.3507 -1.5163 -2.2503
H -2.4557 -1.4673 -4.4709
H -3.4636 0.6529 -5.2786
H -3.3628 2.6709 -3.8754
H -2.1654 3.8733 -2.0251
H -1.5420 2.9702 -0.6542
H -3.2874 3.0746 -0.9354
C 0.2405 6.2485 -2.6613
Se 0.7660 4.9066 -1.3588
C 2.3458 4.2955 -2.3102
C 2.0743 3.3408 -3.4561
Se 1.7889 1.4517 -3.0015
C 0.5713 1.0583 -4.4489
H 1.0354 6.9790 -2.7878
H -0.6404 6.7473 -2.2632
H -0.0092 5.7915 -3.6163
H 3.0364 3.8694 -1.5854
H 2.8117 5.1945 -2.7151
H 2.9399 3.2994 -4.1177
H 1.2034 3.6434 -4.0364
H 1.0786 1.2760 -5.3857
H -0.3331 1.6500 -4.3488
H 0.3295 0.0003 -4.4047
F 3.0531 -0.1814 -0.4006
B 4.4042 0.3720 -0.7264
F 4.8571 -0.3253 -1.8000
F 5.1401 0.1680 0.4406
F 4.2549 1.7295 -0.9579
C -1.1854 -4.1775 3.8005
O -0.7562 -3.7542 2.5020
C 0.5841 -3.6991 2.2678
C 1.5573 -3.7463 3.2507
C 2.8952 -3.6723 2.8889
C 3.2670 -3.5441 1.5594
C 2.2987 -3.5044 0.5699
C 0.9613 -3.5892 0.9214
N -0.1278 -3.7645 0.0045
C -0.1691 -3.9234 -1.2891
C 0.7913 -3.5015 -2.2635
C 1.0422 -4.3801 -3.3373
C 2.0525 -4.1215 -4.2323
C 2.8056 -2.9531 -4.0821
C 2.5128 -2.0215 -3.1016
C 1.4744 -2.2700 -2.2112
O 1.0386 -1.3331 -1.3746
H -1.0233 -3.3823 4.5297
H -0.6539 -5.0789 4.1044
H -2.2475 -4.3874 3.7159
H 1.2796 -3.8290 4.2906
H 3.6519 -3.6976 3.6612
H 4.3096 -3.4817 1.2828
H 2.6081 -3.4474 -0.4612
H -0.9559 -4.0653 0.5132
H -1.0353 -4.4775 -1.6426
H 0.4624 -5.2921 -3.4120
H 2.2706 -4.8164 -5.0298
H 3.6210 -2.7516 -4.7642
H 3.0803 -1.1051 -3.0158
N 4.2312 5.2734 2.3723
C 4.0407 4.0426 1.8975
N 4.9550 3.1073 2.1081
N 2.8961 3.8492 1.2456
C 2.3127 2.8606 0.7363
N 1.5862 2.0968 0.2133
H 5.0732 5.5385 2.8516
H 3.5141 5.9626 2.2244
H 5.8382 3.3500 2.5266
H 4.9154 2.2175 1.6270
*
```

Here are the Mulliken charges for atoms 1 to 99, given in e: atom 1 (Mo): -1.383, atom 2 (C): -1.160, atom 3 (C): 1.836, atom 4 (C): -0.947, atom 5 (C): -0.684, atom 6 (C): -0.805, atom 7 (C): -0.226, atom 8 (C): -1.196, atom 9 (N): 0.715, atom 10 (C): -0.112, atom 11 (N): 0.192, atom 12 (C): 0.131, atom 13 (C): 1.808, atom 14 (C): 0.257, atom 15 (C): -1.307, atom 16 (C): -1.124, atom 17 (C): 1.192, atom 18 (C): -1.646, atom 19 (N): 1.470, atom 20 (C): -1.085, atom 21 (C): -0.058, atom 22 (C): -0.840, atom 23 (C): -0.840, atom 24 (C): -0.780, atom 25 (C): 1.306, atom 26 (C): -1.769, atom 27 (H): 0.587, atom 28 (H): 0.068, atom 29 (H): 0.252, atom 30 (H): 0.452, atom 31 (H): 0.433, atom 32 (H): 0.443, atom 33 (H): 0.468, atom 34 (H): 0.163, atom 35 (H): -0.323, atom 36 (H): 0.681, atom 37 (H): 0.570, atom 38 (H): 0.441, atom 39 (H): 0.481, atom 40 (H): 0.314, atom 41 (H): 0.399, atom 42 (H): 0.433, atom 43 (H): 0.473, atom 44 (H): 0.416, atom 45 (H): 0.497, atom 46 (H): 0.676, atom 47 (H): 0.042, atom 48 (H): 0.188, atom 49 (C): -1.117, atom 50 (Se): 0.172, atom 51 (C): -0.714, atom 52 (C): -0.888, atom 53 (Se): 0.493, atom 54 (C): -0.979, atom 55 (H): 0.351, atom 56 (H): 0.377, atom 57 (H): 0.316, atom 58 (H): -0.019, atom 59 (H): 0.682, atom 60 (H): 0.541, atom 61 (H): 0.414, atom 62 (H): 0.585, atom 63 (H): 0.214, atom 64 (H): 0.150, atom 65 (F): 0.133, atom 66 (B): -0.236, atom 67 (F): -0.285, atom 68 (F): -0.384, atom 69 (F): -0.319, atom 70 (C): -1.173, atom 71 (O): -0.467, atom 72 (C): 0.928, atom 73 (C): -0.485, atom 74 (C): -0.840, atom 75 (C): -0.903, atom 76 (C): -0.350, atom 77 (C): 0.115, atom 78 (N): 0.498, atom 79 (C): -0.808, atom 80 (C): 1.144, atom 81 (C): -1.022, atom 82 (C): -1.073, atom 83 (C): -0.915, atom 84 (C): -0.576, atom 85 (C): 0.386, atom 86 (O): 0.933, atom 87 (H): 0.374, atom 88 (H): 0.506, atom 89 (H): 0.269, atom 90 (H): 0.514, atom 91 (H): 0.443, atom 92 (H): 0.446, atom 93 (H): 0.460, atom 94 (H): 0.221, atom 95 (H): 0.505, atom 96 (H): 0.511, atom 97 (H): 0.442, atom 98 (H): 0.501, atom 99 (H): 0.315



Respective DFT total energy values: -83960.2635, -204455.7424 eV.
Respective relative energy (zero: lowest compared OMol25 entry of this formula, charge and spin) values: 0.0, 0.0 kcal/mol.
Respective F_max values: 0.03115, 0.02160 hartree/bohr.